Density functional theory data (ωB97M-V with the def2-TZVPD basis set) for C10H10BrF5ORhTe as an isolated structure.

As for the LUMO energy (alpha / beta): 2.37 / 1.69 eV. As for the spin multiplicity: 5. As for the HOMO-LUMO gap (alpha / beta): 5.5 / 6.6 eV. As for the electronic energy: -3914.15072 Ha. The net charge is -1.

Atoms and positions in Å:
Te 0.579 -2.007 2.523
C -2.058 -0.560 -1.690
H 2.316 0.521 1.100
F 2.372 -1.310 2.362
C 0.455 1.754 1.328
C 0.192 -1.131 -2.037
H 0.043 2.873 -1.810
C 1.526 1.561 -0.695
H 0.198 1.653 2.370
F 1.067 -3.756 2.000
F 1.164 -2.579 4.236
C -1.075 -1.572 -1.469
Rh -0.271 0.451 -0.051
C -0.316 2.489 0.358
H -1.269 2.995 0.528
H -3.097 -0.616 -1.462
H 2.278 1.310 -1.449
H 0.682 0.665 -3.275
H 1.093 -1.711 -2.083
C -0.024 0.144 -2.638
H -1.266 -2.516 -1.028
C -1.405 0.537 -2.365
H -1.894 1.466 -2.684
Br -2.532 0.307 1.096
O 0.299 -1.585 0.734
C 1.567 1.161 0.660
F 0.161 -0.295 3.334
F -1.156 -2.628 2.993
C 0.369 2.379 -0.884

Density functional theory data (ωB97M-V with the def2-TZVPD basis set) for a 2-piece molecular cluster, C5H7BrOS overall.

As for the LUMO energy: 0.40 eV. As for the HOMO-LUMO gap: 9.7 eV. As for the electronic energy: -3242.12105 Ha. As for the energy above the lowest of the compared OMol25 structures with the same formula, charge and spin: 1.1 kcal per mole.

Atoms and positions in Å:
C -2.081 0.820 -0.453
C -1.022 0.226 0.396
C -0.386 -0.872 0.212
C 0.820 -1.240 1.021
H -3.065 0.920 0.232
C 2.570 0.675 -1.318
H -1.882 1.857 -0.542
O 3.201 1.372 -0.653
H 0.508 -2.120 1.600
S 2.006 -0.369 -2.354
Br -0.705 1.344 1.901
H 1.016 -0.331 1.767
H -0.677 -1.243 -0.743
H 1.660 -1.456 0.387
H -1.963 0.417 -1.452

Density functional theory data (ωB97M-V with the def2-TZVPD basis set) for a 2-piece molecular cluster, C2H8N overall.

As for the LUMO energy: -4.16 eV. As for the HOMO-LUMO gap: 10.3 eV. As for the electronic energy: -135.44750 Ha. The net charge is +1. As for the energy above the lowest of the compared OMol25 structures with the same formula, charge and spin: 33.5 kcal per mole.

Atoms and positions in Å:
H -1.398 -0.298 -2.192
C 0.693 -0.905 0.920
N -1.048 0.402 -1.588
H -1.832 0.968 -1.264
H 1.769 0.874 1.624
H 0.181 0.581 2.389
H 1.502 -1.221 0.272
H -0.449 0.074 -0.824
H 0.034 -1.725 1.100
C 0.835 0.290 1.587
H -0.288 0.961 -2.023

Density functional theory data (ωB97M-V with the def2-TZVPD basis set) for one molecule with the formula C21H28N6O2.

As for the LUMO energy: 0.11 eV. As for the HOMO-LUMO gap: 7.9 eV. As for the electronic energy: -1296.10670 Ha. As for the energy above the lowest of the compared OMol25 structures with the same formula, charge and spin: 0.0 kcal per mole.

Atoms and positions in Å:
C -0.833 -1.268 3.335
C 5.047 1.912 0.268
H -2.885 -1.576 3.954
N 0.642 2.645 1.499
C 2.720 2.288 -0.645
H -2.526 0.039 3.273
H -1.624 -2.276 -5.871
C -4.077 -1.108 1.476
H 2.082 -0.317 -5.002
C 0.289 -1.345 -5.568
C -0.789 -0.419 -3.160
H 3.204 1.398 1.261
H 6.952 1.404 1.150
C 1.066 -0.576 -4.745
N -2.723 -1.466 1.842
N -3.036 0.781 0.324
H -2.698 -3.196 0.682
C -2.332 -1.028 3.169
N -1.350 0.015 -2.005
H 3.579 0.389 -0.137
C -4.157 0.392 1.137
C -1.956 1.392 0.858
O -1.962 1.965 1.951
C -2.420 -2.874 1.688
C -1.028 -1.667 -5.208
H -4.336 -1.681 0.581
H 5.439 1.926 -0.750
H -0.296 -0.646 2.604
H -0.645 -4.121 1.816
C -0.778 1.374 0.009
H 1.406 3.286 1.614
N 1.352 1.837 -0.651
H -4.120 1.002 2.041
C 0.420 2.008 0.341
H -0.508 -1.007 4.344
C -0.915 -3.065 1.880
H -0.386 -2.501 1.096
H -2.870 0.258 -0.528
H 2.756 3.331 -0.310
H -2.570 -1.451 -3.738
C -1.558 -1.216 -4.030
H -5.093 0.598 0.610
C 0.790 1.059 -1.631
H -4.813 -1.348 2.263
C -0.568 0.749 -1.245
H 3.068 2.240 -1.679
O -0.497 -2.625 3.150
H -0.206 2.724 2.063
H 5.940 0.011 0.767
C 0.552 -0.096 -3.528
H 0.687 -1.711 -6.503
H 5.563 1.015 2.166
H -2.962 -3.496 2.425
C 5.931 1.031 1.142
N 1.354 0.665 -2.733
H 5.069 2.937 0.646
C 3.605 1.411 0.245